Record 1
A molecular structure, C24H37N9OPPtS2, computed with the ωB97M-V functional and the def2-TZVPD basis.

**Orbital gap**: 6.206 eV
**LUMO level**: -0.186 Eh

Structure (ORCA input):
```
! wB97M-V def2-TZVPD RIJCOSX def2/J DEFGRID3
* xyz 1 1
Pt 0.44 -2.01 0.99
S 2.37 -2.15 -0.22
C 3.21 -2.34 1.30
S 1.99 -2.55 2.52
C 4.55 -2.29 1.51
C 5.45 -2.12 0.42
N 6.17 -1.97 -0.46
C 5.07 -2.45 2.83
N 5.48 -2.55 3.90
C -3.86 -4.78 2.35
N -3.10 -3.57 2.69
C -3.38 -2.83 3.79
C -2.67 -1.73 4.12
C -1.59 -1.37 3.26
N -1.29 -2.13 2.20
C -2.03 -3.25 1.87
O -1.73 -3.93 0.91
N -0.86 -0.28 3.47
H -4.75 -4.81 2.97
H -3.25 -5.66 2.52
H -4.13 -4.75 1.30
H -4.22 -3.17 4.38
H -2.92 -1.15 4.99
H -1.04 0.30 4.28
H -0.24 0.05 2.73
N 0.33 -0.04 0.96
P 0.34 0.82 -0.42
N 1.69 1.69 -0.69
C 3.00 1.34 -0.12
C 4.04 1.15 -1.22
C 4.13 2.40 -2.09
C 2.76 2.79 -2.64
C 1.75 2.91 -1.50
N -0.81 1.98 -0.20
C -0.57 3.15 0.65
C -1.39 3.09 1.93
C -2.90 2.94 1.63
C -3.16 2.65 0.15
C -2.22 1.57 -0.37
N -0.17 -0.08 -1.71
C -0.87 -1.36 -1.65
C -0.60 -2.17 -2.91
C -1.20 -1.47 -4.13
C -1.09 0.05 -3.99
C 0.05 0.45 -3.07
H 2.90 0.46 0.50
H 3.31 2.17 0.53
H 3.75 0.28 -1.83
H 5.00 0.92 -0.78
H 4.84 2.24 -2.91
H 4.53 3.22 -1.49
H 2.42 2.04 -3.35
H 2.81 3.74 -3.17
H 0.75 3.15 -1.87
H 2.05 3.73 -0.84
H -0.82 4.06 0.08
H 0.49 3.20 0.88
H -1.20 3.98 2.52
H -1.04 2.23 2.50
H -3.44 3.84 1.92
H -3.32 2.12 2.23
H -3.02 3.56 -0.44
H -4.19 2.33 -0.01
H -2.41 1.37 -1.43
H -2.41 0.64 0.18
H -1.94 -1.23 -1.48
H -0.50 -1.99 -0.82
H -1.03 -3.17 -2.79
H 0.48 -2.29 -3.01
H -2.25 -1.75 -4.25
H -0.68 -1.82 -5.03
H -2.02 0.46 -3.60
H -0.93 0.52 -4.96
H 0.09 1.54 -3.01
H 1.01 0.11 -3.46
*
```

So, what does the Mulliken scheme give us? The charges, in e, come out as: 2.0321, -0.4551, 0.4674, -0.3358, 0.9285, -0.1521, -0.4339, -0.3032, -0.3860, -0.9139, 0.1167, 0.0145, -1.2049, 0.9884, -0.3411, 0.3052, -0.6264, -0.1178, 0.3155, 0.3255, 0.3164, 0.3755, 0.4558, 0.2488, -0.0063, -0.9800, -1.2439, 0.9486, -0.8754, -0.3228, -1.0491, -0.5290, -1.0283, 0.2617, -0.9882, -0.2507, -0.5970, -1.1935, 0.1803, 0.6400, 0.8367, -1.3760, -0.7010, -0.8535, -0.3912, 0.2986, 0.3545, 0.1414, 0.3980, 0.4193, 0.3499, 0.1462, 0.4127, 0.5588, 0.5524, 0.4052, 0.4257, 0.4926, -0.1456, 0.3160, 0.3268, 0.3822, 0.4357, -0.0478, 0.1378, 0.1635, -0.5116, 0.5641, 0.2092, 0.3674, 0.3420, 0.1871, 0.4616, 0.3967, 0.3583


Record 2
A single C4H13N2 molecule, computed with the ωB97M-V functional and the def2-TZVPD basis.

**Energy above the lowest of the compared OMol25 structures with the same formula, charge and spin**: 3.012 eV
**Orbital gap (spin up / spin down)**: 3.818 / 11.048 eV
**LUMO level (spin up / spin down)**: 0.033 / 0.025 Eh

Structure (ORCA input):
```
! wB97M-V def2-TZVPD RIJCOSX def2/J DEFGRID3
* xyz 0 2
C -0.89 1.11 -0.59
C -0.16 0.00 -1.42
C -0.27 -1.34 -0.70
C 0.79 -1.29 0.53
N 0.46 -0.47 1.71
N 0.01 1.94 0.39
H -1.29 1.67 -1.38
H -1.68 0.81 0.04
H 0.80 0.21 -1.81
H -0.80 -0.13 -2.32
H -1.22 -1.60 -0.36
H 0.03 -2.05 -1.56
H 1.73 -0.87 0.01
H 1.16 -2.30 0.71
H -0.44 -0.68 1.97
H 1.10 -0.67 2.50
H -0.57 2.65 1.02
H 0.56 2.52 -0.11
H 0.68 0.50 1.38
*
```

So, what does the Mulliken scheme give us? The charges, in e, come out as: -0.9579, -0.6679, -0.6047, -1.7968, -1.7273, -0.7911, 0.4045, 0.6127, 0.4911, 0.3199, 0.5010, 0.3333, 0.1613, 0.4973, 0.9956, 1.0385, 0.3499, 0.1848, 0.6558


Record 3
2 unconnected molecules or ions with the total composition C2HBrIN, computed with the ωB97M-V functional and the def2-TZVPD basis.

**Energy above the lowest of the compared OMol25 structures with the same formula, charge and spin**: 2.642 eV
**Orbital gap (spin up / spin down)**: 5.508 / 5.524 eV
**LUMO level (spin up / spin down)**: -0.144 / -0.144 Eh

Structure (ORCA input):
```
! wB97M-V def2-TZVPD RIJCOSX def2/J DEFGRID3
* xyz 0 1
C -0.51 -1.03 0.29
C 0.49 -0.18 0.04
N -1.45 -1.60 0.64
Br -0.85 1.97 -1.75
I 1.33 0.87 1.57
H 0.99 -0.04 -0.80
*
```

So, what does the Mulliken scheme give us? The charges, in e, come out as: 0.4566, -0.9090, -0.2434, -0.3192, 0.3422, 0.6728


Record 4
7 unconnected molecules or ions with the total composition C14H42O7S7, computed with the ωB97M-V functional and the def2-TZVPD basis.

**Energy above the lowest of the compared OMol25 structures with the same formula, charge and spin**: 8.546 eV
**Orbital gap**: 8.291 eV
**LUMO level**: 0.002 Eh

Structure (ORCA input):
```
! wB97M-V def2-TZVPD RIJCOSX def2/J DEFGRID3
* xyz 0 1
C -2.71 -2.82 -2.99
S -4.03 -3.04 -4.15
O -5.03 -1.93 -3.84
C -3.10 -2.51 -5.57
H -3.06 -2.37 -1.98
H -1.98 -2.16 -3.20
H -2.24 -3.71 -2.90
H -2.22 -2.94 -5.75
H -2.97 -1.40 -5.34
H -3.58 -2.68 -6.46
C 4.87 -3.85 -0.29
S 3.32 -3.04 0.05
O 3.25 -2.95 1.55
C 3.89 -1.49 -0.49
H 5.53 -3.77 0.45
H 5.17 -3.55 -1.39
H 4.56 -4.80 -0.47
H 3.16 -0.74 -0.22
H 3.98 -1.43 -1.53
H 4.92 -0.99 -0.31
C -3.25 2.23 -3.08
S -4.49 1.84 -1.75
O -3.71 2.20 -0.51
C -5.56 3.24 -1.93
H -3.71 2.06 -4.04
H -2.51 1.61 -3.21
H -3.01 3.09 -2.99
H -6.58 3.05 -1.28
H -5.99 3.09 -2.96
H -5.19 4.18 -1.73
C -1.47 -0.70 5.93
S -1.21 0.99 5.35
O -2.39 1.41 4.50
C -1.44 1.75 6.82
H -0.74 -1.23 5.28
H -2.44 -1.17 5.68
H -1.21 -1.11 6.77
H -0.93 1.41 7.73
H -2.45 1.58 6.95
H -1.28 2.89 6.69
C -0.20 1.16 1.77
S -0.26 1.53 0.03
O 1.17 1.80 -0.32
C -0.52 -0.16 -0.63
H 0.03 0.18 1.80
H -1.26 1.09 2.27
H 0.35 1.84 2.52
H -1.33 -0.43 0.01
H 0.35 -0.76 -0.60
H -0.92 -0.11 -1.67
C 1.64 0.63 -3.73
S 2.48 2.06 -2.99
O 3.92 2.01 -3.57
C 1.63 3.22 -4.05
H 1.91 0.43 -4.87
H 0.55 0.72 -3.44
H 1.85 -0.19 -3.10
H 2.00 3.10 -5.05
H 1.68 4.26 -3.91
H 0.57 3.01 -4.15
C 3.31 -1.47 5.01
S 2.16 -0.78 3.85
O 1.58 0.35 4.61
C 3.50 0.07 2.95
H 3.87 -0.68 5.27
H 3.91 -2.15 4.29
H 2.79 -2.07 5.92
H 4.25 -0.48 2.65
H 3.72 1.00 3.57
H 3.12 0.56 2.13
*
```

So, what does the Mulliken scheme give us? The charges, in e, come out as: -0.9590, 0.4402, -0.6024, -0.9786, 0.3091, 0.2329, 0.5306, 0.4398, 0.2007, 0.3893, -1.0966, 0.4570, -0.5927, -0.9574, 0.3483, 0.3199, 0.4492, 0.1216, 0.5255, 0.4006, -1.2043, 0.5764, -0.6009, -0.9649, 0.5008, 0.1862, 0.5345, 0.2741, 0.3647, 0.3484, -1.1090, 0.8039, -0.6992, -1.0967, 0.1728, 0.3551, 0.5727, 0.3444, 0.3973, 0.2569, -1.1368, 0.5261, -0.6275, -0.6949, 0.3939, 0.3860, 0.4186, 0.5263, 0.3106, -0.1023, -0.4304, 0.7581, -0.7199, -1.0491, 0.3355, -0.1040, 0.2059, 0.3799, 0.3869, 0.2288, -0.9793, 0.7229, -0.5950, -1.2875, 0.3650, 0.3012, 0.2610, 0.5803, 0.4032, 0.2454


Record 5
A molecular structure, C21H37BN6ReS, computed with the ωB97M-V functional and the def2-TZVPD basis.

**Energy above the lowest of the compared OMol25 structures with the same formula, charge and spin**: 0.000 eV
**Orbital gap (spin up / spin down)**: 7.054 / 7.278 eV
**LUMO level (spin up / spin down)**: -0.276 / -0.280 Eh

Structure (ORCA input):
```
! wB97M-V def2-TZVPD RIJCOSX def2/J DEFGRID3
* xyz 2 2
Re 0.33 0.25 -0.03
C 1.85 -1.86 2.51
C 0.58 -2.28 1.87
C -0.15 -3.42 2.10
C -1.31 -3.32 1.31
C -2.45 -4.27 1.20
N -1.25 -2.17 0.64
N -0.07 -1.52 0.95
B -2.33 -1.43 -0.20
N -2.62 -0.11 0.53
N -1.51 0.61 0.90
C -1.84 1.32 2.00
C -0.85 2.06 2.83
C -3.19 1.13 2.26
C -3.65 0.21 1.33
C -4.99 -0.40 1.18
N -1.74 -1.08 -1.58
N -0.58 -0.36 -1.68
C -0.32 -0.18 -3.01
C 0.78 0.64 -3.56
C -1.33 -0.78 -3.73
C -2.21 -1.34 -2.81
C -3.46 -2.11 -3.05
H 2.11 -2.54 3.32
H 2.68 -1.87 1.80
H 1.78 -0.86 2.94
H 0.09 -4.22 2.78
H -2.28 -5.13 1.85
H -3.38 -3.79 1.51
H -2.57 -4.62 0.18
H -3.29 -2.11 -0.33
H 0.17 1.78 2.60
H -0.95 3.14 2.71
H -1.03 1.83 3.88
H -3.76 1.58 3.06
H -5.70 0.09 1.84
H -5.36 -0.30 0.15
H -4.98 -1.46 1.43
H 1.70 0.60 -2.99
H 1.00 0.31 -4.58
H 0.47 1.69 -3.62
H -1.43 -0.81 -4.80
H -3.70 -2.07 -4.11
H -3.34 -3.15 -2.76
H -4.30 -1.69 -2.49
C 0.02 4.65 -0.74
C -0.62 3.29 -0.42
C -1.51 2.84 -1.57
C 0.47 2.28 -0.07
H -0.73 5.39 -0.97
H 0.68 4.57 -1.61
H 0.61 5.02 0.10
H -1.26 3.42 0.46
H -0.91 2.71 -2.48
H -2.27 3.59 -1.79
H -2.02 1.90 -1.36
H 1.25 2.67 0.58
H 0.98 2.03 -1.07
C 3.17 -1.73 -1.18
S 2.67 -0.06 -0.71
C 3.86 0.41 0.56
H 3.19 -2.38 -0.31
H 4.15 -1.66 -1.64
H 2.44 -2.09 -1.90
H 4.82 0.56 0.07
H 3.94 -0.36 1.33
H 3.54 1.35 1.00
*
```

So, what does the Mulliken scheme give us? The charges, in e, come out as: -0.2605, -1.0366, 0.5576, -1.4046, 0.9175, -1.3218, 0.4617, 0.4513, -0.7053, 0.4972, 0.7048, 0.2649, -1.4736, -1.1596, 0.7846, -1.3754, 0.4324, 0.1990, 0.5768, -1.1607, -1.3517, 0.8589, -1.4076, 0.4431, -0.0972, 0.2704, 0.5485, 0.3940, 0.2790, 0.2916, -0.0534, 0.1676, 0.2948, 0.4664, 0.5912, 0.4159, 0.3041, 0.2394, 0.2267, 0.4694, 0.1992, 0.5894, 0.4094, 0.2928, 0.2927, -1.6521, 1.2228, -1.2798, -0.7633, 0.4185, 0.3575, 0.4373, 0.0988, 0.1747, 0.5313, 0.0707, 0.4607, 0.4866, -0.9633, 0.2276, -1.0777, 0.3254, 0.4760, 0.2802, 0.4621, 0.2911, 0.3305


Record 6
A single C6H10N2 molecule, computed with the ωB97M-V functional and the def2-TZVPD basis.

**Energy above the lowest of the compared OMol25 structures with the same formula, charge and spin**: 7.956 eV
**Orbital gap**: 8.612 eV
**LUMO level**: 0.032 Eh
**Structure (SMILES)**: C1C[C@H]2N[C@@H]2[C@H]2N[C@H]12

Structure (ORCA input):
```
! wB97M-V def2-TZVPD RIJCOSX def2/J DEFGRID3
* xyz 0 1
C -1.01 -0.99 0.47
C -0.46 -1.07 -1.07
C 0.95 -0.43 -0.83
N 1.77 0.61 -1.45
C 0.70 0.99 -0.60
C 0.44 1.01 0.89
N -0.61 1.61 1.63
C -1.06 0.46 0.81
H -0.34 -1.44 1.20
H -2.01 -1.55 0.63
H -0.15 -1.97 -1.52
H -1.05 -0.48 -1.84
H 1.22 -1.09 0.02
H 2.65 0.58 -1.08
H -0.36 1.14 -1.22
H 1.42 0.44 1.31
H -0.46 1.29 2.66
H -1.65 0.91 0.00
*
```

So, what does the Mulliken scheme give us? The charges, in e, come out as: -0.4369, -0.9828, -0.3018, -0.6085, 0.1161, -0.0699, -0.5264, -0.6693, 0.3820, 0.2932, 0.3953, 0.4035, 0.3996, 0.2389, 0.3110, 0.2718, 0.3239, 0.4601